Entry 1:
DFT (wB97M-V/def2-TZVPD) results for a gas-phase ion, C8H9N2O2S2 (charge +1).

XYZ file:
```
23
Properties=species:S:1:pos:R:3
C 2.767 1.359 0.067
C 1.877 2.413 0.007
C 0.532 2.245 -0.329
C 0.152 0.938 -0.617
C 0.316 -0.378 -0.618
C -3.123 -1.372 -0.257
C -2.369 -0.254 -0.128
C -2.248 0.772 0.980
N 3.550 0.522 0.117
N 2.661 -2.042 -0.449
O 1.072 -1.695 1.488
O 0.288 -2.858 -0.560
S -1.205 0.110 -1.494
S 1.114 -1.918 0.091
H 2.266 3.394 0.249
H -0.110 3.045 -0.378
H -3.236 -2.085 -1.039
H -3.804 -1.450 0.511
H -3.208 0.968 1.444
H -1.490 0.354 1.711
H -2.051 1.801 0.614
H 2.830 -2.310 -1.354
H 3.419 -1.558 -0.057
```

Calculated values
LUMO, eV: -5.470
Max |F|, eV/Å: 5.0
Net charge: +1
Relative energy (zero: lowest compared OMol25 entry of this formula, charge and spin), kJ/mol: 0.0
Total energy, a.u.: -1366.16442

---

Entry 2:
DFT (wB97M-V/def2-TZVPD) results for a single C2H4N2S2 molecule.

XYZ file:
```
10
Properties=species:S:1:pos:R:3
C 0.324 -0.659 0.894
C -0.801 -0.861 -0.131
N 1.400 -0.119 0.505
N -0.373 -0.372 -1.366
S 0.915 2.568 -0.896
S 0.920 0.438 -1.347
H 0.196 -1.015 1.811
H -1.214 -1.891 -0.126
H -1.852 -0.387 0.284
H 0.485 2.299 0.372
```

Calculated values
LUMO, eV: 0.275
Max |F|, eV/Å: 5.4
Net charge: 0
Relative energy (zero: lowest compared OMol25 entry of this formula, charge and spin), kJ/mol: 333.8
Total energy, a.u.: -984.38775